Run 1
Formula: C6H12FNO
Source: the Open Molecules 2025 dataset
Level of theory: wB97M-V/def2-TZVPD

```
21
Properties=species:S:1:pos:R:3:mulliken_charge:R:1
C 1.27 2.37 -1.52 -0.687
O 0.47 1.42 -0.91 -0.417
C 1.36 0.50 0.24 0.040
F 2.33 -0.06 -0.46 -0.258
N 0.45 -0.43 0.75 0.026
C -0.75 0.17 1.17 -0.590
C -1.75 -1.02 1.19 -0.612
C -1.34 -1.88 -0.04 -0.606
C 0.19 -1.58 -0.09 -0.506
H 1.88 1.90 -2.30 0.270
H 1.99 3.01 -0.88 0.251
H 0.60 3.10 -2.24 0.206
H 1.67 1.29 0.90 0.495
H -1.05 0.92 0.46 0.346
H -0.68 0.75 2.20 0.293
H -2.80 -0.70 1.00 0.303
H -1.68 -1.36 2.22 0.283
H -1.31 -2.99 0.00 0.301
H -1.94 -1.51 -0.83 0.316
H 0.56 -2.51 0.36 0.321
H 0.51 -1.39 -1.20 0.223
```

Its spin multiplicity is 1.

***

Run 2
Formula: C6H12FNO
Source: the Open Molecules 2025 dataset
Level of theory: wB97M-V/def2-TZVPD

```
21
Properties=species:S:1:pos:R:3:mulliken_charge:R:1
C -3.27 -0.20 -0.06 0.026
C 1.77 0.12 -0.68 -1.541
C 0.03 -1.26 0.14 -1.820
C 0.49 0.94 1.24 -1.649
C -0.67 0.75 -1.03 -0.648
C 0.32 0.17 -0.09 2.102
N -4.37 -0.27 -0.52 -0.394
O -0.94 2.06 -1.14 -0.460
F -3.00 0.14 1.38 -0.301
H 1.88 -0.65 -1.39 0.465
H 2.06 1.18 -1.00 0.304
H 2.43 -0.03 0.20 0.393
H -1.01 -1.55 0.38 0.270
H 0.70 -1.40 0.91 0.489
H 0.37 -1.84 -0.67 0.474
H 0.86 1.99 0.97 0.502
H -0.51 1.12 1.84 0.245
H 1.16 0.46 1.94 0.430
H -1.23 0.26 -1.91 0.452
H -5.27 -0.19 -0.02 0.280
H -0.64 2.42 -0.22 0.379
```

Its spin multiplicity is 1.

***

Energy comparison, zero being the most stable, in kcal/mol: run 1 0.0; run 2 62.1.

***

Run 1
Formula: C3H6N2O
Source: the Open Molecules 2025 dataset
Level of theory: wB97M-V/def2-TZVPD

```
12
Properties=species:S:1:pos:R:3:mulliken_charge:R:1
C 1.66 -0.76 1.09 -0.306
N 0.38 -0.84 1.25 -0.559
C -0.35 -0.03 0.44 0.430
O -0.93 1.05 1.05 -0.529
C -0.56 -0.25 -0.87 -0.204
N -1.31 0.52 -1.73 -0.546
H 2.15 -0.08 0.37 0.296
H 2.33 -1.39 1.70 0.267
H -0.81 0.84 1.99 0.338
H -0.12 -1.12 -1.35 0.340
H -1.56 1.41 -1.30 0.239
H -0.89 0.63 -2.65 0.233
```

Its spin multiplicity is 1.

***

Run 2
Formula: C3H6N2O
Source: the Open Molecules 2025 dataset
Level of theory: wB97M-V/def2-TZVPD

```
12
Properties=species:S:1:pos:R:3:mulliken_charge:R:1
N 2.30 -0.58 0.10 -0.356
C 1.05 -0.14 0.34 0.078
N 0.35 0.49 -0.49 -0.566
C -0.99 0.84 -0.12 -0.508
C -1.87 -0.40 -0.34 0.103
O -2.90 -0.62 0.24 -0.456
H 2.92 -0.76 0.87 0.240
H 2.71 -0.29 -0.77 0.254
H 0.50 -0.43 1.33 0.248
H -1.34 1.65 -0.77 0.298
H -1.09 1.14 0.93 0.330
H -1.64 -0.89 -1.31 0.335
```

Its spin multiplicity is 1.

***

Energy comparison, zero being the most stable, in kcal/mol: run 1 14.5; run 2 0.0.

***

Run 1
Formula: C3H6N2O
Source: the Open Molecules 2025 dataset
Level of theory: wB97M-V/def2-TZVPD

```
12
Properties=species:S:1:pos:R:3:mulliken_charge:R:1
O 1.83 -0.59 1.03 -0.558
C 0.85 -0.20 0.17 0.334
N 0.52 1.20 -0.06 -0.426
C -0.93 0.89 -0.23 -0.312
C -0.70 -0.57 0.13 -0.462
N 0.33 -1.04 -0.86 -0.608
H 0.97 1.53 -0.92 0.264
H -1.30 1.04 -1.25 0.264
H -1.55 1.44 0.49 0.256
H 0.81 -0.41 1.54 0.497
H -1.39 -1.29 0.57 0.458
H 0.57 -2.00 -0.60 0.291
```

Its spin multiplicity is 1.

***

Run 2
Formula: C3H6N2O
Source: the Open Molecules 2025 dataset
Level of theory: wB97M-V/def2-TZVPD

```
12
Properties=species:S:1:pos:R:3:mulliken_charge:R:1
N -2.01 -0.21 2.23 -0.403
C -1.00 -0.05 1.69 0.052
C 0.32 0.08 1.01 0.188
O 0.66 1.42 0.81 -0.567
C 0.31 -0.69 -0.34 -0.468
N -0.09 0.23 -1.41 -0.612
H 1.05 -0.37 1.68 0.252
H 0.38 1.59 -0.11 0.455
H -0.33 -1.57 -0.27 0.343
H 1.33 -1.03 -0.54 0.361
H 0.46 0.09 -2.25 0.210
H -1.07 0.15 -1.65 0.189
```

Its spin multiplicity is 1.

***

Run 3
Formula: C3H6N2O
Source: the Open Molecules 2025 dataset
Level of theory: wB97M-V/def2-TZVPD

```
12
Properties=species:S:1:pos:R:3:mulliken_charge:R:1
C -0.41 1.71 0.58 -0.577
N 0.08 0.75 -0.52 -0.267
C 1.33 0.19 -0.54 0.620
O 2.43 0.13 -0.93 -0.480
N 0.43 -0.63 0.12 -0.240
C -0.41 -1.74 -0.29 -0.656
H -0.98 2.48 0.07 0.258
H -1.07 1.05 1.26 0.255
H 0.42 2.20 1.20 0.257
H -1.33 -1.28 -0.62 0.313
H 0.13 -2.53 -0.95 0.280
H -0.60 -2.34 0.62 0.237
```

Its spin multiplicity is 1.

***

Run 4
Formula: C3H6N2O
Source: the Open Molecules 2025 dataset
Level of theory: wB97M-V/def2-TZVPD

```
12
Properties=species:S:1:pos:R:3:mulliken_charge:R:1
C 1.61 0.32 0.40 -1.002
N 0.22 0.58 0.09 -0.008
C -0.75 -0.30 -0.20 -0.321
N -0.37 -1.58 -0.19 -0.233
C -2.52 1.65 -0.48 0.089
O -3.54 1.21 -0.76 -0.141
H 2.11 -0.22 -0.41 0.311
H 2.13 1.27 0.55 0.343
H 1.71 -0.27 1.32 0.310
H -1.07 -2.27 -0.40 0.221
H 0.56 -1.95 0.01 0.185
H -0.09 1.55 0.08 0.246
```

Its spin multiplicity is 1.

***

Energy comparison, zero being the most stable, in kcal/mol: run 1 84.7; run 2 0.0; run 3 57.6; run 4 22.0.